{"formula": "C5H14N2O2", "method": "wB97M-V/def2-TZVPD", "charge": 0, "largest_force_ev_per_a": 3.34, "lumo_ev": 0.70, "smiles": "CC[C@@H](N)CNC=O.O", "de_lowest_kcal_mol": 39.6, "total_energy_ev": -12486.612, "species": ["C", "N", "C", "O", "C", "C", "C", "N", "H", "H", "H", "H", "H", "H", "H", "H", "H", "H", "H", "H", "H", "H", "O"], "positions_angstrom": [[-0.32504, 0.36766, -0.70334], [-1.44470, -0.27753, -0.06562], [-2.25498, -1.05837, -0.86530], [-2.05207, -1.20043, -2.04126], [0.35142, 1.38800, 0.32352], [0.93095, 0.72481, 1.58407], [0.04028, 0.21963, 2.69157], [1.48097, 2.07366, -0.34491], [0.48161, -0.37751, -0.89473], [-0.59348, 0.89335, -1.60919], [-1.64095, -0.24024, 0.91923], [-3.06703, -1.39803, -0.19222], [-0.43562, 2.08247, 0.59035], [1.75223, 1.40769, 1.90918], [1.33809, -0.22137, 1.16820], [-0.69833, 0.94934, 3.11846], [0.62437, -0.24962, 3.45212], [-0.53327, -0.53884, 2.17027], [2.30954, 1.56307, -0.13592], [1.20552, 2.03726, -1.31833], [2.06716, -1.00380, -0.81203], [1.68627, -2.55209, -0.92043], [2.38324, -1.89587, -0.85383]], "atomic_forces_ev_per_a": [[1.997, 0.460, 2.637], [-0.660, -0.618, -1.652], [0.628, 1.377, 1.910], [-0.474, -0.544, -0.290], [-0.359, -0.640, -0.471], [0.952, -0.073, -0.952], [-1.487, 0.955, -0.670], [-2.179, 0.127, 0.242], [-0.841, 0.450, -0.416], [-0.265, -0.091, -0.235], [0.088, 0.271, -0.204], [-0.365, -0.671, -0.894], [-0.094, 0.570, 0.110], [-0.552, -0.670, 0.077], [0.669, 0.535, 0.385], [0.879, -0.437, -0.253], [0.229, -0.223, 0.631], [-0.235, -0.506, 0.775], [0.790, -0.367, -0.400], [0.996, 0.254, -0.294], [-0.606, 0.241, -0.082], [-0.365, 0.505, -0.035], [1.252, -0.906, 0.083]], "lowdin_charge": [-0.15, 0.02, -0.36, 0.04, -0.38, -0.23, -0.10, 0.05, 0.10, 0.12, 0.10, 0.13, 0.13, 0.12, 0.11, 0.10, 0.07, 0.04, 0.05, 0.07, -0.02, 0.04, -0.04]}